No. 1
DFT (ωB97M-V/def2-TZVPD) results for an isolated molecule of C5H10N2.

The SMILES is C/C=C(N)/C=C\N. As for the LUMO energy: 0.0378 hartree. The calculation puts the total energy at -8324.62001 eV. The orbital gap is 0.295 hartree.

Geometry (Å):
C (-1.2068, -1.3283, -0.7851)
C (-0.5235, 0.0039, -0.7667)
C (-0.4885, 0.8719, 0.3571)
N (-1.5481, 1.0844, 1.2271)
C (0.7798, 1.4225, 0.4710)
C (1.6637, 0.5579, -0.2361)
N (2.0973, -0.6747, 0.2552)
H (-0.4492, -2.1255, -0.8656)
H (-1.8929, -1.4531, -1.6274)
H (-1.7614, -1.5312, 0.1349)
H (-0.2395, 0.4187, -1.7233)
H (-1.3364, 1.2040, 2.2043)
H (-2.4038, 0.5878, 1.0411)
H (1.0267, 2.4257, 0.8025)
H (2.4031, 0.9756, -0.9233)
H (2.4433, -1.3193, -0.4450)
H (1.4363, -1.1204, 0.8792)

Results of the natural (NBO) charge analysis, in e, for atoms 1 through 4: number 1, C, carries -0.656; number 2, C, carries -0.309; number 3, C, carries 0.164; number 4, N, carries -0.818



No. 2
DFT (ωB97M-V/def2-TZVPD) results for a cluster of 2 separate species, C24H21FO4S2 in total.

As for the LUMO energy: -0.0718 hartree. The calculation puts the total energy at -57801.92641 eV. The orbital gap is 0.202 hartree.

Geometry (Å):
C (-0.6656, 3.3594, 5.5853)
C (0.0536, 2.3028, 4.8032)
C (0.0621, 0.9832, 5.2749)
C (0.6729, -0.0156, 4.5387)
C (1.3956, 0.2732, 3.3661)
C (2.0172, -0.7932, 2.6494)
C (2.3747, -0.6297, 1.3111)
C (3.1265, -1.5297, 0.5847)
C (3.5834, -1.2809, -0.7405)
C (4.0060, -2.3530, -1.5752)
C (4.5211, -2.1068, -2.8368)
C (4.6470, -0.7894, -3.3100)
C (5.2654, -0.5343, -4.6474)
C (4.1617, 0.2739, -2.5320)
C (3.6237, 0.0371, -1.2787)
C (1.3989, 1.6208, 2.9006)
C (0.7056, 2.6084, 3.6007)
H (-0.5401, 4.3429, 5.1257)
H (-1.7390, 3.1432, 5.6479)
H (-0.2895, 3.4120, 6.6131)
H (-0.4327, 0.7311, 6.2122)
H (0.5687, -1.0544, 4.8359)
H (1.9984, -1.8026, 3.0777)
H (1.9961, 0.2558, 0.7877)
H (3.3491, -2.5020, 1.0281)
H (3.9252, -3.3678, -1.1897)
H (4.8484, -2.9331, -3.4712)
H (5.2887, 0.5373, -4.8684)
H (6.2951, -0.9117, -4.6617)
H (4.7284, -1.0418, -5.4600)
H (4.2235, 1.2913, -2.9264)
H (3.2725, 0.8670, -0.6648)
H (1.9167, 1.8704, 1.9773)
H (0.6683, 3.6344, 3.2227)
F (4.3744, -0.2028, 4.1343)
C (3.8880, -1.4327, 4.3082)
S (3.3303, -1.7512, 5.9581)
O (3.6317, -0.6327, 6.8288)
O (1.9977, -2.3267, 5.8790)
C (4.3648, -3.1561, 6.3707)
C (5.1164, -3.6543, 5.3277)
C (5.8822, -4.8127, 5.4860)
C (5.8730, -5.4435, 6.7354)
C (5.0707, -4.9579, 7.7782)
C (4.2753, -3.8238, 7.5938)
S (4.9768, -2.7337, 3.7885)
O (4.2283, -3.5788, 2.8750)
O (6.2838, -2.2097, 3.4498)
H (6.4568, -5.2019, 4.6478)
H (6.4882, -6.3373, 6.8970)
H (5.0530, -5.4759, 8.7442)
H (3.5915, -3.4635, 8.3598)

Results of the natural (NBO) charge analysis, in e, for atoms 1 through 4: number 1, C, carries -0.639; number 2, C, carries 0.045; number 3, C, carries -0.216; number 4, C, carries -0.138



Which value of total energy does entry 2 give?
-57801.92641 eV